This record from OMol25 describes a molecular structure, C21H20N3O6RuS3 in a non-equilibrium geometry. The level of theory is ωB97M-V/def2-TZVPD.

Geometry as XYZ:
```
54
Properties=species:S:1:pos:R:3:forces:R:3:nbo_charge:R:1
Ru 0.7137 0.0643 1.0261 -0.559 -1.228 -1.089 0.941
N -1.6344 0.8708 0.1333 0.070 0.602 -0.135 -0.849
C -2.5136 -0.2111 -0.2667 0.153 -0.126 0.027 -0.230
C -1.8490 -1.5198 0.1380 -0.132 -0.099 0.089 -0.228
N -0.3999 -1.4292 -0.0951 -0.230 0.539 0.436 -0.692
H -2.1124 1.6821 0.4998 -0.120 -0.085 0.041 0.389
H -1.0535 1.1877 -0.6374 -0.078 0.155 -0.013 0.414
H -2.6939 -0.1904 -1.3463 -0.036 -0.106 0.002 0.184
H -3.4829 -0.1476 0.2264 0.004 0.092 -0.001 0.209
H -2.3175 -2.3435 -0.4061 0.196 -0.123 -0.007 0.198
H -1.9699 -1.7001 1.2073 -0.065 0.027 0.000 0.208
H -0.1748 -1.1735 -1.0537 0.075 -0.134 -0.032 0.409
H 0.0640 -2.2994 0.1349 -0.028 -0.091 -0.238 0.421
S -0.7845 0.5647 5.2401 -0.007 0.024 0.134 0.437
C -1.0428 2.1008 4.4757 -0.064 0.180 0.138 -0.246
C -1.4969 3.2813 5.0650 0.035 -0.181 -0.034 -0.200
C -1.6272 4.3924 4.2627 0.009 0.078 -0.128 -0.206
C -1.3155 4.3281 2.8973 -0.075 0.034 0.096 -0.203
C -0.8599 3.1632 2.3197 0.090 0.055 -0.060 -0.216
C -0.7073 2.0348 3.1239 -0.097 -0.386 -0.203 0.196
N -0.2585 0.7606 2.7338 0.087 0.543 0.000 -0.431
C -0.2317 -0.0637 3.7418 0.166 -0.653 0.075 0.101
C 0.3278 -1.3873 3.5098 -0.327 0.307 0.036 -0.113
C 0.4758 -2.3675 4.4878 -0.007 -0.070 0.067 -0.184
C 1.1280 -3.5401 4.1665 -0.018 -0.001 -0.026 -0.231
C 1.6217 -3.7176 2.8742 0.002 -0.132 0.052 -0.174
C 1.4698 -2.7419 1.9052 -0.299 0.146 -0.024 -0.280
C 0.7946 -1.5502 2.2014 0.761 0.307 0.624 -0.004
H -1.7299 3.3211 6.1208 -0.010 -0.009 -0.013 0.223
H -1.9637 5.3260 4.6938 -0.013 -0.007 -0.018 0.220
H -1.4232 5.2102 2.2803 0.021 0.012 0.027 0.224
H -0.5753 3.1478 1.2790 0.014 -0.026 0.011 0.239
H 0.1057 -2.2036 5.4942 0.016 0.006 -0.017 0.212
H 1.2747 -4.3056 4.9164 -0.016 -0.014 -0.017 0.218
H 2.1560 -4.6273 2.6283 0.002 0.011 0.008 0.218
H 1.9084 -2.8972 0.9257 0.063 0.006 0.022 0.230
O 3.1404 -0.1896 1.4937 0.230 -0.057 -0.179 -0.944
S 3.3527 -0.5303 0.0848 0.146 0.035 0.417 2.413
O 4.2662 -1.5969 -0.1968 -0.016 -0.083 -0.050 -0.949
O 1.9941 -0.7674 -0.4983 0.148 0.268 -0.033 -0.957
C 4.0566 0.9375 -0.6549 -0.028 0.220 0.015 -0.352
C 5.4050 0.8378 -0.9657 -0.076 0.002 -0.096 -0.174
C 6.1220 1.9550 -1.3724 0.049 -0.056 -0.030 -0.198
C 5.4994 3.1836 -1.4570 -0.014 0.076 -0.024 -0.199
C 4.1475 3.2968 -1.1623 -0.046 -0.070 -0.102 -0.199
C 3.4171 2.1848 -0.7745 0.141 -0.182 0.101 -0.241
S 1.7211 2.4839 -0.3290 -0.174 0.018 0.291 2.397
O 1.6616 2.1111 1.1180 -0.067 -0.028 -0.285 -0.972
O 1.4451 3.8676 -0.5914 0.124 0.122 0.191 -0.957
O 0.8676 1.5545 -1.0724 -0.004 0.077 -0.058 -1.013
H 5.8835 -0.1265 -0.8773 0.008 0.010 0.009 0.251
H 7.1720 1.8558 -1.6153 0.000 0.001 0.029 0.219
H 6.0602 4.0625 -1.7473 -0.018 -0.007 -0.024 0.219
H 3.6378 4.2475 -1.2257 0.013 -0.002 -0.005 0.250
```
Positions in Å, forces in eV/Å.

As for the molecular weight: 607.7 g mol⁻¹. As for the expectation value of S²: 0.76. The value obtained for the frontier orbital gap (spin up / spin down) is 8.01 / 8.33 eV. Its energy above the lowest of the compared OMol25 structures with the same formula, charge and spin is 0.00 kJ/mol. As for the charge: 0. The lowest unoccupied orbital energy (spin up / spin down) is -0.19 / -0.19 eV. The multiplicity is 2.

This record from OMol25 describes a molecular structure, C34H50N3OP2PbS in a non-equilibrium geometry. The level of theory is ωB97M-V/def2-TZVPD.

Geometry as XYZ:
```
92
Properties=species:S:1:pos:R:3:forces:R:3:mulliken_charge:R:1
C -1.7500 -1.5285 -1.7417 0.195 0.278 0.141 -0.313
C 0.5673 -1.8265 -1.6967 -0.880 -0.912 0.175 -0.817
C -1.8936 -2.5395 -2.6889 -0.076 -0.076 0.081 -0.563
C 0.4609 -2.9679 -2.4973 0.059 0.234 -0.006 -0.659
C -0.7826 -3.3117 -3.0251 -0.145 0.096 0.290 -1.035
H -2.8799 -2.7086 -3.1253 0.387 -0.054 0.021 0.489
H 1.3621 -3.5278 -2.7395 -0.177 0.167 -0.201 0.548
H -0.8894 -4.1408 -3.7194 0.090 0.099 0.145 0.432
N -0.5513 -1.2391 -1.2041 0.261 0.194 -1.049 0.862
P -3.1000 -0.2338 0.4105 0.168 -0.341 0.151 0.218
P 3.0627 -0.4853 -0.2021 -2.514 1.912 0.632 0.582
C -2.9258 -0.6185 -1.3817 -0.112 -0.280 -0.465 -0.888
H -2.8503 0.3356 -1.9351 0.273 -0.444 0.219 0.290
H -3.8492 -1.0958 -1.7376 0.256 0.231 0.023 0.517
C 1.8542 -1.0343 -1.6138 1.609 -2.452 0.498 -0.269
H 2.5334 -1.3368 -2.4167 -0.427 0.039 -0.352 0.472
C 4.5777 0.3312 -0.9436 0.877 -0.359 -0.158 2.026
C 3.3117 -1.2848 1.4560 0.423 -0.483 0.013 2.540
C -3.8857 1.4853 0.4769 -0.336 -0.558 -0.066 1.820
C -4.1505 -1.6938 1.0172 -0.214 0.589 -0.166 1.835
C 4.6610 1.7938 -0.4467 -0.214 0.003 0.059 -1.526
H 4.7620 1.8641 0.6436 -0.051 -0.008 -0.239 0.283
H 5.5492 2.2571 -0.9016 -0.154 -0.234 0.117 0.509
H 3.7839 2.3730 -0.7566 0.158 -0.199 0.118 0.212
C 5.8776 -0.4031 -0.5634 0.336 0.077 -0.182 -1.997
H 6.1046 -0.3719 0.5082 -0.051 -0.089 -0.394 0.350
H 5.8747 -1.4469 -0.9014 0.056 0.231 0.029 0.431
H 6.7090 0.1077 -1.0726 -0.204 -0.181 0.105 0.489
C 4.5128 0.3656 -2.4886 -0.151 0.008 -0.013 -1.763
H 5.4132 0.8882 -2.8431 -0.196 -0.174 0.113 0.594
H 4.5204 -0.6410 -2.9276 0.011 0.225 0.079 0.349
H 3.6468 0.9245 -2.8661 0.143 -0.196 0.137 0.199
C 4.1101 -0.3157 2.3459 0.173 0.153 0.130 -1.470
H 3.5288 0.5939 2.5562 0.112 -0.237 -0.065 0.126
H 4.3273 -0.8059 3.3070 -0.121 0.073 -0.232 0.518
H 5.0692 -0.0131 1.9134 -0.334 -0.096 0.221 0.314
C 2.0071 -1.6318 2.2146 0.235 -0.131 -0.092 -1.809
H 1.5534 -0.7371 2.6683 0.146 -0.288 -0.333 0.041
H 1.2774 -2.1605 1.5841 0.169 0.236 0.169 0.333
H 2.2482 -2.3037 3.0552 0.201 0.146 -0.278 0.685
C 4.0799 -2.5944 1.1677 0.136 -0.082 0.110 -1.867
H 5.0712 -2.4162 0.7371 -0.257 -0.055 0.185 0.373
H 4.2157 -3.1582 2.1012 -0.043 0.126 -0.221 0.512
H 3.5209 -3.2272 0.4641 0.062 0.062 0.203 0.369
C -4.7604 -1.3460 2.3850 -0.156 -0.224 0.023 -1.763
H -5.2825 -2.2381 2.7642 0.134 0.220 -0.019 0.548
H -4.0030 -1.0637 3.1289 -0.119 -0.001 -0.193 0.177
H -5.5059 -0.5411 2.3107 0.243 -0.251 0.025 0.297
C -3.1889 -2.8881 1.1465 -0.040 -0.020 0.103 -1.195
H -2.7315 -3.1509 0.1823 -0.074 0.075 0.237 0.234
H -2.3880 -2.7011 1.8772 -0.278 -0.077 -0.312 -0.034
H -3.7656 -3.7599 1.4913 0.144 0.171 -0.081 0.543
C -5.2761 -2.0745 0.0445 -0.290 -0.204 0.162 -1.738
H -5.9192 -2.8143 0.5465 0.107 0.152 -0.176 0.537
H -5.9093 -1.2223 -0.2328 0.179 -0.245 0.045 0.263
H -4.8990 -2.5547 -0.8673 -0.077 0.128 0.218 0.370
C -3.0555 2.4723 -0.3743 0.001 0.005 0.021 -1.876
H -3.1611 2.2830 -1.4516 0.052 0.083 0.294 0.385
H -3.4336 3.4885 -0.1790 0.031 -0.281 -0.077 0.607
H -1.9816 2.4713 -0.1209 -0.382 -0.109 -0.064 0.314
C -3.8935 1.9734 1.9412 -0.059 -0.026 -0.051 -1.553
H -2.8813 2.0178 2.3741 -0.210 -0.018 -0.222 0.146
H -4.3122 2.9912 1.9584 0.107 -0.252 0.056 0.528
H -4.5177 1.3404 2.5855 0.168 0.201 -0.170 0.296
C -5.3182 1.4134 -0.0695 -0.190 0.518 0.057 -1.811
H -5.3530 1.0328 -1.1011 0.033 0.075 0.283 0.304
H -5.9797 0.8046 0.5626 0.217 0.153 -0.181 0.317
H -5.7271 2.4363 -0.0800 -0.033 -0.264 -0.065 0.518
Pb -0.4334 0.1248 1.0073 0.489 0.667 -1.090 1.519
C -1.0511 -1.3509 3.2775 -0.866 -0.803 3.107 -0.058
O -1.1455 -1.7196 4.3579 0.472 0.541 -2.211 -0.244
N 1.9228 0.7898 -0.1778 1.284 -1.165 0.907 -0.278
C 1.5394 0.3447 -1.4272 -1.290 3.469 -1.182 -0.091
C 0.9656 1.2092 -2.4296 0.428 -0.706 0.583 0.650
C 0.7311 2.5569 -2.0937 0.050 0.399 -0.521 -0.314
C 0.8273 0.7528 -3.7629 0.037 0.466 0.118 -0.466
C 0.5481 3.4822 -3.1213 -0.003 -0.446 0.142 -0.783
H 0.7673 2.8478 -1.0383 0.074 -0.027 -0.475 0.383
C 0.6840 1.6940 -4.7766 -0.091 -0.217 0.172 -0.792
H 0.8928 -0.3187 -3.9716 0.132 0.369 -0.095 0.312
C 0.5665 3.0520 -4.4589 0.025 0.337 -0.120 -0.675
H 0.4331 4.5370 -2.8689 -0.032 -0.250 -0.207 0.432
H 0.7049 1.3561 -5.8154 -0.162 0.232 0.285 0.432
H 0.5033 3.7882 -5.2645 -0.044 -0.256 0.293 0.381
S 0.0894 2.6795 5.4662 0.594 0.238 -0.929 -0.136
C 1.2621 3.1830 4.2696 -0.437 -0.543 -0.366 -0.267
C 1.0846 2.4871 3.1017 -0.797 -0.445 0.890 -0.784
N 0.0465 1.5491 3.1563 -0.405 0.644 1.997 0.361
C -0.5768 1.5711 4.3451 1.330 0.434 -1.384 -0.361
H 2.0131 3.9438 4.4331 -0.204 -0.065 0.252 0.437
H 1.6558 2.5992 2.1732 -0.278 -0.106 0.413 0.344
H -1.4330 0.9508 4.6054 0.306 0.175 -0.144 0.245
```
Positions in Å, forces in eV/Å.

As for the molecular weight: 818.0 g mol⁻¹. The value obtained for the frontier orbital gap (spin up / spin down) is 5.19 / 5.11 eV. As for the charge: +1. The lowest unoccupied orbital energy (spin up / spin down) is -2.45 / -2.29 eV.

This record from OMol25 describes 2 unconnected molecules or ions with the total composition C4H13N2O in a non-equilibrium geometry. The level of theory is ωB97M-V/def2-TZVPD.

Geometry as XYZ:
```
20
Properties=species:S:1:pos:R:3:forces:R:3:nbo_charge:R:1
C -0.6831 2.4517 0.2026 -0.851 -1.750 -0.372 -0.606
C -0.2642 1.6988 -1.2194 -0.945 -0.803 4.116 -0.436
C 0.1035 0.2729 -0.7670 -2.539 1.443 -0.417 0.300
C 1.3928 0.1341 -0.2696 -0.987 -4.653 0.479 0.162
N 1.8595 -1.3076 0.1230 0.354 3.174 -0.289 -0.735
N -0.8200 -0.6735 -0.6200 1.882 0.059 -0.515 -0.591
H -1.4303 1.8607 0.7325 -0.073 -0.836 -0.280 0.219
H -1.3049 3.3191 0.0980 0.461 0.984 -0.901 0.281
H 0.0348 2.5770 0.9855 1.142 0.422 -0.159 0.230
H 0.4646 2.2659 -1.7216 0.975 0.309 -0.824 0.275
H -1.2009 1.6197 -1.6772 -1.138 0.151 -1.395 0.258
H 1.9530 0.9466 -0.0240 2.058 1.895 0.605 0.253
H 2.1433 -1.3225 1.1207 -0.484 -0.239 -0.182 0.484
H 1.0772 -1.9612 -0.0845 1.288 -0.205 0.155 0.473
H 2.7677 -1.3967 -0.3861 -0.799 -0.915 -0.082 0.492
H -0.6645 -1.5479 -0.1224 0.146 -0.232 0.790 0.431
H -1.7299 -0.7957 -1.0236 -0.689 1.293 -0.693 0.465
H -1.5213 -3.4748 1.3025 1.985 3.053 0.169 0.548
H -1.2291 -2.0921 2.0401 -1.022 1.227 2.386 0.501
O -0.9481 -2.5745 1.3105 -0.767 -4.377 -2.590 -1.004
```
Positions in Å, forces in eV/Å.

As for the molecular weight: 105.2 g mol⁻¹. As for the expectation value of S²: 0.76. The value obtained for the frontier orbital gap (spin up / spin down) is 11.94 / 8.09 eV. Its energy above the lowest of the compared OMol25 structures with the same formula, charge and spin is 258.76 kJ/mol. As for the charge: +2. The lowest unoccupied orbital energy (spin up / spin down) is -7.96 / -11.88 eV. The multiplicity is 2.